{"formula": "C37H37IrN5O9Te", "method": "wB97M-V/def2-TZVPD", "species": ["Ir", "O", "C", "O", "C", "C", "C", "C", "C", "C", "O", "N", "O", "O", "N", "O", "O", "H", "H", "N", "C", "N", "C", "C", "O", "C", "C", "H", "H", "H", "H", "H", "H", "H", "H", "C", "C", "C", "C", "C", "C", "Te", "N", "C", "O", "C", "C", "C", "C", "C", "C", "C", "C", "C", "C", "C", "C", "C", "C", "C", "C", "C", "C", "H", "H", "H", "H", "H", "H", "H", "H", "H", "H", "H", "H", "H", "H", "H", "H", "H", "H", "H", "H", "H", "H", "H", "H", "H", "H", "H"], "coordinates": [[-0.77490, 1.42980, 0.34867], [2.83169, 2.96766, 1.50664], [1.66441, 2.96891, 1.19824], [1.03084, 1.81091, 1.02726], [0.91720, 4.26426, 1.04094], [1.67575, 5.41822, 1.18069], [1.06380, 6.65129, 1.12463], [-0.29954, 6.78507, 0.97155], [-1.05953, 5.64438, 0.82375], [-0.46872, 4.36317, 0.81789], [-1.22153, 3.30847, 0.58691], [-2.52231, 5.85505, 0.67877], [-3.23923, 4.90450, 0.42765], [-2.92233, 6.98907, 0.82392], [1.88602, 7.87082, 1.24757], [3.08452, 7.72178, 1.34927], [1.30500, 8.93452, 1.23626], [2.74098, 5.33561, 1.34179], [-0.76693, 7.75819, 0.96870], [-2.69911, 1.31786, -0.25052], [-3.78053, 1.72199, -0.33350], [-4.97531, 2.20278, -0.41864], [-5.73050, 2.60258, 0.78406], [-6.97317, 1.73669, 0.87013], [-7.72511, 1.81876, -0.32597], [-6.99572, 1.35715, -1.44704], [-5.75631, 2.20506, -1.66906], [-5.99689, 3.65366, 0.66449], [-5.09273, 2.49477, 1.65973], [-7.61871, 2.08603, 1.67404], [-6.69131, 0.69333, 1.06580], [-7.65803, 1.42859, -2.30798], [-6.71087, 0.30653, -1.30378], [-6.03275, 3.23896, -1.88089], [-5.14099, 1.82418, -2.48175], [3.59061, -7.48446, -3.94223], [2.96833, -6.23424, -3.38560], [3.59234, -4.99868, -3.52377], [3.02982, -3.83143, -3.02713], [3.76091, -2.52565, -3.19944], [1.79681, -3.93049, -2.37020], [0.91183, -2.18631, -1.59925], [-0.47660, -0.37902, 0.19814], [-0.89927, -1.37104, 1.05005], [-0.69319, -2.56156, 0.88398], [-1.73674, -0.78530, 2.14547], [-1.25442, 0.32904, 2.84620], [-2.08606, 0.98494, 3.75434], [-3.37664, 0.52642, 3.95640], [-3.83546, -0.60221, 3.27915], [-3.01698, -1.26626, 2.37775], [2.49037, -1.54593, -0.40147], [2.99643, -2.39114, 0.59116], [2.50839, -3.79355, 0.84808], [4.02551, -1.89651, 1.38349], [4.54001, -0.61712, 1.21679], [5.63697, -0.09584, 2.10054], [4.00965, 0.18945, 0.21656], [2.98348, -0.24612, -0.60295], [2.50868, 0.67105, -1.69841], [1.12920, -5.15038, -2.22361], [-0.20332, -5.31667, -1.53677], [1.74340, -6.28777, -2.73508], [4.55262, -7.27689, -4.40640], [2.93982, -7.93445, -4.69294], [3.74268, -8.22612, -3.15718], [4.54467, -4.93978, -4.03813], [4.55781, -2.62940, -3.93288], [4.20917, -2.19985, -2.25808], [3.09756, -1.72883, -3.54691], [-0.20486, 0.60479, 2.78371], [-1.70895, 1.82677, 4.31922], [-4.02125, 1.02669, 4.66696], [-4.83899, -0.96544, 3.45909], [-3.36382, -2.14182, 1.84494], [1.50114, -3.97382, 0.47788], [2.49179, -3.99082, 1.91928], [3.17562, -4.52100, 0.38110], [4.42140, -2.52920, 2.17022], [5.95314, -0.83981, 2.82913], [5.30094, 0.79422, 2.63466], [6.50416, 0.19194, 1.50498], [4.38403, 1.19838, 0.09350], [3.15646, 0.58724, -2.57436], [2.54738, 1.70541, -1.36374], [1.48775, 0.46357, -2.03044], [-0.66023, -4.37769, -1.22035], [-0.09780, -5.93532, -0.64409], [-0.90739, -5.81838, -2.20081], [1.24396, -7.24423, -2.62073]], "atomic_forces_ev_per_a": [[-0.0509, -0.2498, 0.1039], [0.0591, 0.0766, -0.0520], [-0.2324, -0.3195, -0.0308], [0.3489, 0.1276, -0.0468], [0.1657, 0.1281, 0.0696], [-0.0403, -0.0632, 0.0227], [0.0702, 0.1352, 0.0074], [0.0058, 0.0008, 0.0268], [-0.1791, 0.2091, 0.0198], [-0.2284, -0.5099, -0.1416], [-0.0195, 0.6217, 0.1081], [0.2632, -0.0437, -0.0112], [-0.0459, -0.0466, -0.0079], [-0.0597, -0.0008, 0.0057], [-0.0483, -0.0907, 0.0208], [0.0054, 0.0139, 0.0002], [0.0042, 0.0207, -0.0057], [-0.0076, 0.0011, -0.0023], [0.0278, -0.0079, -0.0202], [-0.2360, -0.3008, 0.1409], [0.0611, 0.3242, -0.1319], [-0.0224, -0.0980, -0.0162], [0.0291, -0.0010, -0.0268], [-0.0495, 0.0043, -0.0257], [0.0382, 0.0200, -0.0160], [-0.0771, 0.0001, 0.0129], [0.0806, 0.0169, 0.0721], [0.0267, 0.0056, 0.0292], [0.0082, -0.0019, -0.0087], [-0.0074, -0.0166, -0.0018], [0.0064, -0.0074, 0.0100], [-0.0079, -0.0107, 0.0113], [0.0115, -0.0044, -0.0111], [0.0033, 0.0019, -0.0185], [-0.0015, -0.0174, 0.0056], [-0.0073, 0.0327, 0.0251], [0.0184, -0.0285, -0.0207], [0.0180, 0.0400, -0.0121], [0.1105, -0.0266, 0.0297], [0.0406, -0.0532, 0.0097], [-0.1154, 0.0844, 0.0792], [0.1379, -0.3005, -0.2627], [-0.0064, -0.0417, 0.3161], [0.0067, 0.3067, -0.3020], [0.0540, -0.0347, -0.0234], [0.0717, -0.0900, 0.0827], [0.0693, 0.1099, -0.0078], [-0.0390, -0.0542, -0.0140], [0.0013, 0.0131, -0.0038], [0.0011, 0.0026, -0.0290], [-0.0376, 0.0595, 0.0016], [-0.1578, 0.1115, -0.0061], [0.0314, -0.0512, 0.0450], [0.0042, 0.0388, -0.0120], [-0.0210, -0.0060, 0.0395], [0.0643, -0.0148, 0.0360], [-0.0386, -0.0014, -0.0253], [-0.0214, 0.0495, -0.0031], [-0.0057, 0.0032, 0.0223], [-0.0058, -0.0459, 0.0247], [-0.0110, -0.0887, -0.0352], [0.0341, 0.0401, -0.0168], [-0.0428, -0.0041, 0.0129], [0.0030, -0.0002, -0.0001], [-0.0002, -0.0012, -0.0055], [-0.0029, 0.0058, 0.0073], [-0.0080, -0.0033, -0.0110], [-0.0063, -0.0125, -0.0228], [0.0019, -0.0031, -0.0624], [0.0037, -0.0044, 0.0009], [-0.0259, -0.0178, -0.0163], [0.0051, 0.0092, -0.0122], [-0.0097, 0.0039, -0.0072], [0.0034, -0.0128, 0.0208], [-0.0105, 0.0039, -0.0043], [-0.0487, 0.0244, 0.0169], [0.0398, -0.0051, 0.0025], [-0.0179, -0.0152, -0.0169], [0.0092, 0.0024, -0.0059], [-0.0047, -0.0067, -0.0001], [-0.0122, 0.0050, -0.0105], [0.0062, 0.0037, 0.0028], [0.0071, 0.0033, 0.0075], [-0.0190, -0.0205, -0.0154], [0.0083, 0.0388, 0.0321], [-0.0093, 0.0270, 0.0463], [0.0262, 0.0007, 0.0143], [0.0078, 0.0131, 0.0099], [0.0025, -0.0106, 0.0017], [-0.0038, 0.0048, -0.0150]], "spin_multiplicity": 5, "relative_energy_kcal_mol": 6.4, "lumo_energy_ev": [-2.552, -5.340], "charge": 1}